57
Properties=species:S:1:pos:R:3 method="wB97M-V/def2-TZVPD" e_homo_ev=-10.6027 relative_energy_ev=0.000 gap_ev=7.083 charge=+1 e_lumo_ev=-3.52
Cs -4.88 -23.68 2.14
Cs -4.82 -20.49 7.12
Cs -0.28 -19.25 6.41
S -2.83 -22.32 4.53
O -2.16 -21.20 5.25
O -4.29 -22.17 4.77
O -2.57 -22.21 3.08
O -2.30 -23.57 5.04
C 1.21 -24.63 4.39
C 0.41 -25.92 4.46
O 0.90 -26.96 4.89
N -0.88 -25.81 4.03
C -1.77 -26.92 4.04
H 1.11 -24.19 5.39
H 0.75 -23.96 3.67
H 2.27 -24.76 4.22
H -1.26 -24.87 4.11
H -1.68 -27.52 4.95
H -1.54 -27.62 3.22
H -2.79 -26.58 3.86
C 0.76 -21.14 2.18
C 0.57 -22.18 1.10
O 1.50 -22.50 0.38
N -0.67 -22.71 1.03
C -0.97 -23.78 0.12
H 1.29 -20.30 1.72
H 1.45 -21.53 2.93
H -0.14 -20.81 2.69
H -1.29 -22.59 1.83
H -1.81 -23.47 -0.54
H -1.30 -24.77 0.47
H -0.16 -23.89 -0.60
C -2.60 -18.85 3.06
C -2.89 -19.06 1.58
O -3.06 -18.11 0.86
N -3.02 -20.34 1.19
C -3.59 -20.77 -0.05
H -3.53 -19.10 3.58
H -2.33 -17.81 3.23
H -1.81 -19.47 3.50
H -2.91 -21.04 1.93
H -3.20 -21.74 -0.35
H -3.42 -20.07 -0.86
H -4.68 -20.92 0.04
C -7.57 -17.29 4.04
C -6.78 -18.50 3.48
C -6.98 -19.56 4.55
O -7.03 -18.83 5.76
C -7.90 -17.72 5.49
H -8.47 -17.09 3.47
H -6.92 -16.42 4.13
H -5.73 -18.25 3.35
H -7.13 -18.81 2.50
H -6.21 -20.35 4.56
H -7.93 -20.10 4.40
H -7.71 -16.96 6.24
H -8.93 -18.05 5.65